C4H9NO | wB97M-V/def2-TZVPD

Geometry as XYZ:
```
15
C4H9NO | the OMol25 dataset | wB97M-V/def2-TZVPD
C 0.8619 2.0756 2.8514
C 0.8008 0.9588 2.1408
C 0.6488 0.9309 0.6861
C 0.8414 -0.2053 0.0044
N 0.9017 -0.2904 -1.3998
H 1.1579 2.0529 3.8919
H 0.7568 3.0311 2.3453
H 0.8756 -0.0129 2.6242
H 0.8560 1.8582 0.1969
H 0.9275 -1.1281 0.5679
H 1.0676 -1.2556 -1.6382
H 1.5565 0.4001 -1.7345
O -3.6732 -3.0971 -3.7472
H -4.1292 -3.1514 -2.9053
H -3.4500 -2.1670 -3.8840
```

Properties
**Net charge**: 0
**Highest occupied orbital energy**: -7.9464 eV
**Spin multiplicity**: 1


C4H9NO | wB97M-V/def2-TZVPD

Geometry as XYZ:
```
15
C4H9NO | the OMol25 dataset | wB97M-V/def2-TZVPD
C 0.8750 1.6683 0.5423
C 0.1402 0.4162 0.7789
O -1.1329 0.6638 1.1126
C 0.1619 -0.5053 -0.4679
C -0.1970 -1.8515 -0.4446
N -1.1783 -0.6670 -0.9719
H 0.8564 2.3184 1.4141
H 1.8956 1.4452 0.2845
H 0.4353 2.1717 -0.3031
H 0.6002 -0.0999 1.6103
H -1.7395 0.2186 0.3225
H 0.9180 -0.2901 -1.1882
H -0.6975 -2.2370 0.4161
H 0.2985 -2.5440 -1.1047
H -1.2137 -0.7266 -1.9779
```

Properties
**Net charge**: 0
**Highest occupied orbital energy**: -9.4101 eV
**Spin multiplicity**: 1


C4H9NO | wB97M-V/def2-TZVPD

Geometry as XYZ:
```
15
C4H9NO | the OMol25 dataset | wB97M-V/def2-TZVPD
C 1.1397 -0.0834 -0.1209
C 0.3238 -0.9014 0.7647
O -0.2454 -0.4881 1.7576
C -0.2840 0.0384 -0.9202
C -1.7266 0.3499 -0.4869
N -0.7919 1.3815 -0.8487
H 2.2231 -0.1945 1.9545
H 1.9553 -0.5645 -0.6912
H 1.4367 0.9119 0.2207
H 0.1954 -1.9222 0.3611
H 1.5473 -0.1811 2.2735
H -0.2672 -0.5408 -1.8367
H -2.0573 0.3212 0.5522
H -2.5238 0.1159 -1.2066
H -0.9252 1.7570 -1.7732
```

Properties
**Net charge**: 0
**Highest occupied orbital energy**: -9.4153 eV
**Spin multiplicity**: 1


C4H9NO | wB97M-V/def2-TZVPD

Geometry as XYZ:
```
15
C4H9NO | the OMol25 dataset | wB97M-V/def2-TZVPD
C 0.5954 0.8661 1.6239
N 0.0813 0.6396 0.4350
C -1.2379 0.0775 0.0848
C -0.7019 -0.1003 -1.3690
O -0.7172 -1.4128 -1.8772
C 0.5749 0.4325 -0.7986
H -0.0456 0.8114 2.4915
H 1.5363 -0.9607 1.1095
H 1.5980 1.2685 1.6905
H -2.0607 0.7788 0.2456
H -1.4149 -0.8666 0.6102
H -1.2084 0.5069 -2.1249
H -0.0734 -1.9193 -1.3606
H 1.5596 -1.0974 0.3493
H 1.5219 0.7905 -1.1814
```

Properties
**Net charge**: 0
**Highest occupied orbital energy**: -7.4201 eV
**Spin multiplicity**: 1


C4H9NO | wB97M-V/def2-TZVPD

Geometry as XYZ:
```
15
C4H9NO | the OMol25 dataset | wB97M-V/def2-TZVPD
C 1.8726 -1.5137 -0.4566
O 0.5011 -1.5517 0.0591
C -0.4157 -0.3102 -0.2081
N 0.2976 0.6982 -0.1021
C -0.1282 2.0080 0.2162
C -1.8960 -0.4189 0.2248
H 1.8953 -1.1923 -1.4985
H 2.3981 -2.5027 -0.4710
H 2.5172 -0.8262 0.1012
H -0.9848 2.3394 -0.3705
H -0.3377 2.0379 1.3016
H 0.7250 2.6347 -0.0202
H -2.7147 0.3192 -0.1344
H -2.3706 -1.3634 -0.1176
H -1.3591 -0.3584 1.4762
```

Properties
**Net charge**: 0
**Highest occupied orbital energy**: -9.1852 eV
**Spin multiplicity**: 1


C4H9NO | wB97M-V/def2-TZVPD

Geometry as XYZ:
```
15
C4H9NO | the OMol25 dataset | wB97M-V/def2-TZVPD
C -0.1732 -0.1037 0.4413
C -1.4594 -0.3197 1.1737
C 1.1638 -0.1993 1.0401
C 0.6301 0.4459 -1.7980
N -0.2958 0.2505 -0.7580
O -1.8751 0.7444 -1.2828
H -1.3021 -1.2930 1.5814
H -2.2689 -0.1933 0.3971
H -1.5166 0.3966 2.0702
H 1.7865 0.4303 0.4841
H 1.2111 -0.2830 2.1595
H 1.5281 -1.2856 0.6314
H 0.2881 1.4211 -2.3878
H 1.6554 0.5356 -1.4157
H 0.6281 -0.5466 -2.3364
```

Properties
**Net charge**: 0
**Highest occupied orbital energy**: -8.5954 eV
**Spin multiplicity**: 1